[1]
This record from OMol25 describes a gas-phase ion, C5H10N3 (charge +1) at a distorted geometry. The level of theory is ωB97M-V/def2-TZVPD.

```
18
Properties=species:S:1:pos:R:3:forces:R:3:nbo_charge:R:1
N -2.138 0.933 0.136 0.2 0.4 0.0 -0.85
C -1.311 1.247 -1.049 0.1 -0.6 1.0 -0.20
C -0.225 0.149 -1.323 -0.5 0.3 -0.7 -0.46
C 0.524 -0.391 -0.154 -1.2 0.0 1.7 0.16
C 0.084 -0.899 1.046 0.4 -0.2 0.0 -0.03
N 1.205 -1.202 1.804 0.7 0.3 -0.6 -0.45
C 2.303 -0.890 1.123 -0.6 -0.1 0.1 0.24
N 1.896 -0.359 -0.027 0.7 -0.8 -1.4 -0.46
H -2.971 0.412 -0.120 0.1 -0.1 -0.1 0.36
H -2.496 1.827 0.460 0.0 -0.2 0.3 0.38
H -0.791 2.185 -0.849 -0.2 0.0 -0.1 0.20
H -1.992 1.340 -1.895 0.6 0.1 -0.5 0.20
H -0.767 -0.641 -1.852 0.4 -0.2 0.1 0.25
H 0.518 0.576 -2.008 -0.3 -0.2 -0.1 0.23
H -0.876 -1.139 1.448 -0.4 0.3 -0.2 0.27
H 1.255 -1.612 2.721 -0.4 0.0 0.2 0.45
H 3.320 -1.094 1.410 0.0 0.1 0.0 0.26
H 2.461 -0.442 -0.872 0.2 0.7 0.4 0.45
```
Forces are in eV/Å.

Its LUMO energy is -0.1152 hartree. As for the HOMO-LUMO gap: 9.94 eV. Its strongest force on any atom is 2.1 eV Å⁻¹. Its structure (SMILES) is NCCc1c[nH]c[nH+]1. As for the total charge: +1.

[2]
This record from OMol25 describes a gas-phase ion, C5H10N3 (charge +1) at a distorted geometry. The level of theory is ωB97M-V/def2-TZVPD.

```
18
Properties=species:S:1:pos:R:3:forces:R:3:nbo_charge:R:1
C 0.396 -0.182 1.470 -1.6 -1.0 -2.8 0.29
C -0.563 -0.430 -2.003 0.5 3.2 0.2 0.35
C -0.103 0.585 0.170 2.7 0.9 1.9 -0.42
C 0.563 0.054 -1.172 -0.5 -3.2 2.6 -0.53
C -0.100 -2.584 1.865 -0.7 -2.1 1.5 -0.01
N -1.540 0.367 -2.396 1.9 0.2 2.1 -0.64
N 0.036 -1.414 1.623 1.6 2.3 -1.4 -0.38
N 1.227 0.385 2.389 -2.2 0.4 -0.7 -0.81
H -0.524 -1.466 -2.174 -0.8 -1.2 -1.0 0.24
H -1.148 0.442 0.063 -1.0 0.2 0.4 0.22
H 0.171 1.672 0.342 -0.7 -1.2 -0.3 0.25
H 1.292 0.615 -1.664 0.7 1.6 -0.8 0.28
H 1.180 -0.852 -0.806 -1.1 1.0 -0.9 0.26
H 0.671 -3.377 1.708 -0.5 0.8 -0.6 0.19
H -1.662 1.392 -1.996 0.3 -2.8 -1.5 0.47
H -2.247 -0.139 -2.874 -1.3 0.4 -0.6 0.44
H 1.905 1.010 2.122 1.7 1.5 -0.4 0.40
H 1.294 -0.161 3.173 0.9 -1.0 2.3 0.40
```
Forces are in eV/Å.

Its LUMO energy (alpha / beta) is -0.1975 / -0.1974 hartree. As for the HOMO-LUMO gap (alpha / beta): 4.59 / 4.59 eV. Its strongest force on any atom is 4.2 eV Å⁻¹. As for the total charge: +1.

For the records above, the corresponding electronic energy values read -360.5590; -360.3740 hartree.